Record 1
Below is a 22-piece molecular cluster, C12H50FNO21S overall in a non-equilibrium geometry, with properties calculated with ωB97M-V/def2-TZVPD.

Element x y z (Å)
F1 -5.373 0.025 2.898
C1 -4.260 -0.394 2.194
C2 -4.289 -1.387 1.138
C3 -3.086 -1.814 0.444
C4 -1.764 -1.239 0.795
C5 -1.736 -0.225 1.839
C6 -2.938 0.222 2.537
S1 -0.156 0.521 2.305
C7 0.854 0.231 0.805
C8 2.026 1.071 0.524
C9 2.840 0.859 -0.664
C10 2.468 -0.211 -1.589
C11 1.313 -1.045 -1.292
C12 0.465 -0.848 -0.094
N1 -0.630 -1.774 0.073
H1 -5.260 -1.868 0.874
H2 -3.191 -2.601 -0.371
H3 -2.897 0.987 3.346
H4 2.299 1.863 1.257
H5 3.734 1.497 -0.890
H6 3.029 -0.420 -2.527
H7 1.061 -1.876 -2.005
H8 -0.893 -2.162 -0.833
O1 4.862 2.893 -1.672
H9 5.397 3.468 -1.106
H10 4.305 3.508 -2.168
O2 -2.774 -4.557 -1.549
H11 -3.703 -4.808 -1.606
H12 -2.309 -5.283 -1.985
O3 -0.953 -4.602 -3.460
H13 -1.195 -3.790 -2.998
H14 -0.499 -4.298 -4.255
O4 -0.864 -4.428 2.097
H15 -0.254 -4.540 2.835
H16 -0.529 -3.651 1.630
O5 -2.688 -0.307 -2.197
H17 -2.081 -0.411 -1.454
H18 -2.361 0.474 -2.660
O6 -4.434 2.333 0.241
H19 -4.799 1.801 0.955
H20 -3.805 1.736 -0.183
O7 4.232 5.205 -3.709
H21 4.390 6.062 -4.123
H22 3.675 4.739 -4.344
O8 -1.904 -7.216 -3.134
H23 -1.754 -6.352 -3.544
H24 -2.449 -7.691 -3.771
O9 3.623 4.711 0.188
H25 3.207 5.196 -0.535
H26 3.557 3.786 -0.082
O10 0.471 -1.558 4.939
H27 0.064 -1.073 4.208
H28 0.410 -2.482 4.672
O11 1.140 0.605 6.905
H29 0.735 1.085 6.173
H30 1.079 -0.322 6.637
O12 -6.831 -2.884 1.435
H31 -6.852 -2.393 2.267
H32 -7.396 -3.647 1.598
O13 -6.905 -2.195 4.437
H33 -6.874 -1.239 4.307
H34 -6.882 -2.301 5.396
O14 1.352 1.027 -4.755
H35 1.586 0.834 -3.839
H36 2.187 0.951 -5.233
O15 7.491 3.122 0.006
H37 7.365 2.184 -0.176
H38 8.395 3.175 0.348
O16 -1.931 1.150 6.810
H39 -1.149 1.344 7.343
H40 -2.285 0.341 7.198
O17 -1.334 1.687 -6.302
H41 -1.462 0.749 -6.484
H42 -0.430 1.738 -5.965
O18 10.295 2.489 0.478
H43 10.526 2.298 1.395
H44 11.131 2.416 0.004
O19 7.987 6.097 -1.004
H45 7.086 6.421 -0.892
H46 7.954 5.195 -0.662
O20 -4.667 -1.230 6.343
H47 -4.115 -1.792 5.785
H48 -5.034 -0.582 5.730
O21 -1.300 1.632 -9.545
H49 -1.258 2.587 -9.660
H50 -1.292 1.512 -8.586

Calculated values
Strongest force on any atom = 0.0807 hartree/bohr
E_tot = -2620.031416 Eh


Record 2
Below is one molecule with the formula C19H22N2O2, with properties calculated with ωB97M-V/def2-TZVPD.

Element x y z (Å)
C1 -2.313 -2.241 -0.147
C2 -3.246 -1.147 0.272
C3 -4.299 -1.385 1.136
C4 -5.156 -0.367 1.523
C5 -4.959 0.909 1.036
C6 -3.910 1.173 0.169
C7 -3.050 0.155 -0.217
O1 -1.998 0.297 -1.084
C8 -1.624 1.577 -1.535
C9 -0.860 2.384 -0.476
H1 -1.542 2.635 0.338
H2 -0.513 3.313 -0.931
C10 0.315 1.602 0.109
H3 -0.036 0.612 0.407
H4 0.680 2.111 1.004
C11 1.475 1.435 -0.878
N1 2.469 0.540 -0.352
C12 3.624 0.837 0.311
N2 4.274 -0.215 0.724
C13 3.520 -1.295 0.337
C14 3.729 -2.657 0.517
C15 2.777 -3.519 0.015
C16 1.642 -3.054 -0.652
C17 1.417 -1.705 -0.845
C18 2.369 -0.834 -0.341
H5 0.538 -1.350 -1.361
H6 0.922 -3.767 -1.025
H7 2.907 -4.584 0.141
H8 4.606 -3.014 1.032
C19 4.131 2.219 0.545
O2 5.339 2.201 1.252
H9 5.560 1.270 1.405
H10 4.285 2.728 -0.421
H11 3.388 2.800 1.115
H12 1.940 2.402 -1.089
H13 1.111 1.011 -1.818
H14 -0.982 1.384 -2.400
H15 -2.494 2.145 -1.888
H16 -3.784 2.179 -0.200
H17 -5.619 1.712 1.325
H18 -5.972 -0.573 2.200
H19 -4.450 -2.386 1.513
H20 -2.216 -2.257 -1.231
H21 -2.675 -3.207 0.195
H22 -1.320 -2.073 0.270

Calculated values
ΔE to the lowest compared entry with this formula, charge and spin = 1.343 eV
SMILES = Cc1ccccc1OCCCCn1c(CO)nc2ccccc21
Strongest force on any atom = 0.0138 hartree/bohr
E_tot = -997.221680 Eh


no.,HOMO-LUMO gap (eV)
1,7.912
2,9.177